Below is C24H26N2O4 in the gas phase at a distorted geometry, with properties calculated with wB97M-V/def2-TZVPD.

Element x y z (Å)
C (3.5099, 2.0852, -2.7019)
C (2.1474, 2.4478, -2.1260)
C (1.0978, 1.3687, -2.4133)
O (1.3251, 0.1077, -1.8210)
C (1.1516, -0.0845, -0.4203)
C (2.3936, 0.4169, 0.3051)
C (2.4227, 1.4254, 1.2579)
C (3.6261, 1.8178, 1.8245)
C (4.8125, 1.2178, 1.4456)
C (4.7934, 0.2145, 0.4908)
C (3.5955, -0.1801, -0.0723)
C (1.0163, -1.5937, -0.2322)
C (0.3697, -2.3486, -1.1998)
C (0.2083, -3.7116, -1.0278)
C (0.6861, -4.3320, 0.1127)
C (1.3246, -3.5809, 1.0840)
C (1.4880, -2.2182, 0.9151)
C (-0.1821, 0.5614, 0.0722)
O (-1.1726, 0.1932, -0.8784)
C (-2.4219, 0.4004, -0.4862)
N (-2.6064, 0.9391, 0.7117)
C (-3.8572, 1.1138, 1.1277)
C (-4.0401, 1.6791, 2.4972)
C (-4.9210, 0.7654, 0.3092)
C (-4.6243, 0.2382, -0.9464)
C (-5.6964, -0.1598, -1.9056)
N (-3.3714, 0.0606, -1.3417)
C (-0.6152, 0.0773, 1.4563)
O (-1.0241, -1.0243, 1.7089)
O (-0.3705, 0.9888, 2.4102)
H (3.8412, 1.1316, -2.3005)
H (4.2465, 2.8434, -2.4464)
H (3.4545, 2.0039, -3.7851)
H (2.2349, 2.6044, -1.0500)
H (1.7939, 3.3795, -2.5740)
H (0.0992, 1.7459, -2.1644)
H (1.1082, 1.1406, -3.4840)
H (1.5180, 1.9158, 1.5770)
H (3.6300, 2.6029, 2.5667)
H (5.7460, 1.5293, 1.8903)
H (5.7135, -0.2614, 0.1850)
H (3.5718, -0.9632, -0.8158)
H (-0.0060, -1.8575, -2.0822)
H (-0.2992, -4.2896, -1.7864)
H (0.5568, -5.3960, 0.2488)
H (1.6931, -4.0556, 1.9817)
H (1.9808, -1.6402, 1.6841)
H (-0.1014, 1.6561, 0.1061)
H (-4.0922, 0.8611, 3.2155)
H (-3.1905, 2.3059, 2.7543)
H (-4.9612, 2.2523, 2.5602)
H (-5.9407, 0.9006, 0.6313)
H (-6.2362, -1.0214, -1.5157)
H (-5.2495, -0.4222, -2.8592)
H (-6.4077, 0.6526, -2.0398)
H (-0.6486, 0.6337, 3.2692)

Its HOMO-LUMO gap is 9.34 eV. The structure (SMILES) is CCCOC(c1ccccc1)(c1ccccc1)[C@@H](Oc1nc(C)cc(C)n1)C(=O)O. Its spin multiplicity is 1. Its energy relative to the best compared isomer or geometry (same formula, charge and spin) is 172.8 kJ/mol.

Below is 7 unconnected molecules or ions with the total composition C26H52BCl12FO9P2 at a distorted geometry, with properties calculated with wB97M-V/def2-TZVPD.

Element x y z (Å)
C (8.2698, -2.2507, -1.5449)
C (7.6569, -1.8057, -2.9376)
O (7.5287, -0.3768, -3.0545)
P (6.5024, 0.0104, -4.3509)
O (6.6654, -1.1212, -5.3295)
C (4.7887, 0.0551, -3.6448)
C (4.3393, 1.4358, -3.0353)
C (3.0708, 1.1315, -2.0979)
B (1.7269, 1.1518, -3.0359)
F (1.5074, 2.3664, -3.8228)
O (0.4755, 0.9524, -2.2574)
C (-0.4077, -0.0173, -2.8843)
C (-1.3473, -0.5773, -1.7498)
O (-1.2159, -1.9931, -1.4771)
C (-0.6203, -2.0876, -0.1676)
C (-1.2650, 0.9326, -3.8664)
O (-2.0042, 1.8796, -3.4544)
O (-1.1766, 0.7588, -5.1524)
C (0.6923, -0.9687, -3.5447)
C (1.6269, -1.8429, -2.5937)
P (0.2305, -2.1038, -4.9711)
C (-0.9121, -3.4768, -4.3544)
O (1.7094, -2.9330, -5.3166)
O (1.6055, 0.0379, -4.0190)
O (7.0676, 1.4625, -4.9171)
C (6.1104, 2.1974, -5.7222)
C (5.2258, 1.3364, -6.6906)
H (8.7987, -1.3668, -1.1125)
H (8.9713, -3.1087, -1.7504)
H (7.4937, -2.6684, -0.8492)
H (8.3211, -2.2446, -3.7311)
H (6.6153, -2.2313, -2.9930)
H (4.0825, -0.3651, -4.4077)
H (4.7838, -0.6891, -2.7936)
H (5.1175, 1.9456, -2.4116)
H (3.9443, 2.0886, -3.8535)
H (2.9348, 1.9513, -1.3370)
H (3.2387, 0.1410, -1.5970)
H (-1.2153, 0.0631, -0.8339)
H (-2.4174, -0.3991, -2.0981)
H (-0.1941, -3.1113, 0.0140)
H (-1.4281, -1.7953, 0.5818)
H (0.2267, -1.3568, -0.0366)
H (1.6421, -1.4634, -1.5347)
H (2.6545, -1.8435, -3.0453)
H (1.2577, -2.9040, -2.6100)
H (-0.7259, -4.3773, -5.0105)
H (-1.9760, -3.1771, -4.5100)
H (-0.6854, -3.8006, -3.2994)
H (1.7162, -3.1904, -6.2487)
H (5.4975, 2.8958, -5.0860)
H (6.7248, 2.8795, -6.3795)
H (4.3022, 0.9089, -6.2306)
H (4.8851, 2.0243, -7.5163)
H (5.8121, 0.5235, -7.1882)
Cl (2.5987, -1.8006, 3.0440)
C (1.6738, -0.2986, 3.2905)
C (0.2807, -0.5671, 3.8144)
Cl (-0.7468, -1.3630, 2.5958)
H (1.6476, 0.2434, 2.3449)
H (2.2298, 0.3003, 4.0108)
H (-0.2067, 0.3743, 4.0730)
H (0.2989, -1.1954, 4.7022)
Cl (-6.7773, 1.8820, -5.1146)
C (-6.4971, 2.4994, -3.4645)
C (-5.2914, 1.8644, -2.8082)
Cl (-5.5526, 0.1446, -2.4427)
H (-7.4034, 2.3322, -2.8850)
H (-6.3434, 3.5752, -3.5526)
H (-5.0835, 2.3597, -1.8596)
H (-4.3983, 1.9430, -3.4367)
Cl (4.8205, -0.8016, 7.0459)
C (3.8946, 0.6987, 7.2920)
C (2.5001, 0.4303, 7.8105)
Cl (1.4723, -0.3649, 6.5911)
H (3.8728, 1.2421, 6.3477)
H (4.4478, 1.2973, 8.0167)
H (2.0133, 1.3715, 8.0684)
H (2.5176, -0.1991, 8.6996)
Cl (-10.0669, 2.0855, -2.2333)
C (-10.5360, 3.4792, -1.2319)
C (-10.2723, 4.7978, -1.9243)
Cl (-8.5318, 5.1339, -2.1039)
H (-10.0012, 3.4111, -0.2849)
H (-11.6031, 3.3774, -1.0290)
H (-10.6907, 5.6141, -1.3342)
H (-10.7244, 4.8258, -2.9151)
Cl (-4.2244, -2.8245, 6.3245)
C (-2.5695, -2.2408, 6.0082)
C (-2.1868, -1.0989, 6.9209)
Cl (-3.1083, 0.3869, 6.5648)
H (-2.5050, -1.9550, 4.9581)
H (-1.8985, -3.0846, 6.1728)
H (-1.1331, -0.8554, 6.7875)
H (-2.3492, -1.3517, 7.9676)
Cl (-6.6249, -2.2153, 10.4776)
C (-5.8692, -0.6336, 10.7929)
C (-4.6341, -0.4105, 9.9502)
Cl (-3.2937, -1.4866, 10.4235)
H (-5.6437, -0.5730, 11.8572)
H (-6.6157, 0.1261, 10.5588)
H (-4.2786, 0.6120, 10.0787)
H (-4.8363, -0.5706, 8.8912)

Its HOMO-LUMO gap is 3.40 eV. Its spin multiplicity is 1. Its total charge is -2.

Below is 5 unconnected molecules or ions with the total composition C29H54N4O8S at a distorted geometry, with properties calculated with wB97M-V/def2-TZVPD.

Element x y z (Å)
C (3.0241, 3.2999, -0.7113)
C (1.9530, 3.3929, -1.8030)
O (0.6613, 3.5362, -1.2565)
C (-0.1047, 2.3429, -1.4023)
C (-1.4235, 2.5055, -0.6394)
C (-1.9144, 1.2673, 0.1300)
S (-3.3521, 1.8079, 1.1790)
C (-0.8485, 0.6080, 1.0544)
O (-0.7385, 1.1960, 2.3464)
C (0.3262, 2.0714, 2.4439)
C (0.1287, 3.4391, 2.2542)
C (1.1414, 4.3872, 2.3674)
C (0.8051, 5.8497, 2.1645)
C (2.4243, 3.9388, 2.6911)
C (2.6280, 2.5801, 2.8913)
C (1.6159, 1.6182, 2.7842)
C (1.9837, 0.1772, 3.0935)
C (2.0242, -0.7691, 1.8743)
C (1.1233, -0.3910, 4.2513)
O (-2.5280, 0.3350, -0.7468)
C (-1.6515, -0.5356, -1.3333)
O (-1.2249, -0.4038, -2.4375)
H (2.7950, 2.5117, 0.0073)
H (3.9990, 3.0697, -1.1500)
H (3.1273, 4.2668, -0.2176)
H (2.1990, 4.2282, -2.4633)
H (2.0134, 2.4809, -2.4085)
H (0.5043, 1.4920, -1.0753)
H (-0.2865, 2.1957, -2.4739)
H (-1.3409, 3.3902, -0.0143)
H (-2.1988, 2.7279, -1.3764)
H (-2.7971, 2.6817, 2.0358)
H (0.1411, 0.5632, 0.6046)
H (-1.1701, -0.4255, 1.2146)
H (-0.8638, 3.7957, 2.0048)
H (1.4592, 6.4798, 2.7683)
H (-0.2026, 6.0190, 2.5499)
H (0.8489, 6.1398, 1.1163)
H (3.2197, 4.6621, 2.8061)
H (3.6224, 2.2429, 3.1699)
H (3.0032, 0.2161, 3.4890)
H (2.6916, -1.6155, 2.0197)
H (2.2886, -0.1880, 0.9880)
H (1.0173, -1.1653, 1.7147)
H (1.5415, -0.0028, 5.1856)
H (0.0939, -0.0479, 4.1910)
H (1.2122, -1.4765, 4.3051)
H (-1.4035, -1.4204, -0.7294)
C (-2.7298, -5.5984, -0.1890)
N (-2.1296, -4.3199, 0.1645)
C (-2.5340, -3.4384, 1.1107)
C (-3.7534, -3.7951, 1.9211)
O (-1.9226, -2.3910, 1.2901)
H (-1.9965, -6.3930, -0.0348)
H (-3.0276, -5.5847, -1.2361)
H (-3.6041, -5.8055, 0.4160)
H (-1.3083, -4.0260, -0.3394)
H (-3.9514, -2.9975, 2.6303)
H (-4.6205, -3.9109, 1.2702)
H (-3.5862, -4.7220, 2.4708)
C (-2.2754, 0.1450, -5.4426)
N (-1.0537, 0.6679, -6.0290)
C (-0.9107, 1.3994, -7.1651)
C (-2.1650, 1.7284, -7.9401)
O (0.1928, 1.7696, -7.5334)
H (-2.3942, 0.5515, -4.4394)
H (-2.2077, -0.9421, -5.3751)
H (-3.1441, 0.4069, -6.0371)
H (-0.1844, 0.4817, -5.5550)
H (-1.8956, 2.3118, -8.8148)
H (-2.6620, 0.8140, -8.2665)
H (-2.8502, 2.3129, -7.3250)
C (7.0518, 4.0902, 7.2322)
N (6.4730, 3.9395, 5.9094)
C (5.6586, 2.9501, 5.4581)
C (5.2895, 1.8540, 6.4281)
O (5.2472, 2.9618, 4.3086)
H (6.7214, 5.0325, 7.6724)
H (8.1404, 4.0996, 7.1575)
H (6.7537, 3.2771, 7.8842)
H (6.6812, 4.6394, 5.2155)
H (4.6386, 1.1437, 5.9274)
H (6.1834, 1.3310, 6.7701)
H (4.7607, 2.2685, 7.2871)
C (-2.7526, -8.2185, -5.2970)
N (-3.2263, -7.6117, -4.0653)
C (-4.4711, -7.1403, -3.7864)
C (-5.5133, -7.2482, -4.8724)
O (-4.7212, -6.6515, -2.6953)
H (-2.3978, -9.2303, -5.0948)
H (-1.9274, -7.6308, -5.7021)
H (-3.5427, -8.2672, -6.0374)
H (-2.5759, -7.5139, -3.3029)
H (-6.4477, -6.8349, -4.5066)
H (-5.2030, -6.6878, -5.7550)
H (-5.6735, -8.2923, -5.1440)

Its HOMO-LUMO gap is 8.67 eV. The structure (SMILES) is CCOCC[C@](S)(COc1cc(C)ccc1C(C)C)OC=O.CNC(C)=O.CNC(C)=O.CNC(C)=O.CNC(C)=O. Its spin multiplicity is 1.

Below is 2 unconnected molecules or ions with the total composition C3H7N2O3 at a distorted geometry, with properties calculated with wB97M-V/def2-TZVPD.

Element x y z (Å)
O (1.6194, -2.2347, -0.7203)
C (0.5500, -1.6935, -0.8593)
C (-0.5612, -1.8388, 0.1836)
N (-1.7107, -1.0534, -0.2265)
H (0.3576, -1.0256, -1.7136)
H (-0.8203, -2.9073, 0.2150)
H (-0.0905, -1.5661, 1.1310)
H (-2.4590, -1.1289, 0.4440)
H (-1.4514, -0.0706, -0.3573)
N (0.9895, 2.8592, 0.7689)
C (0.4326, 1.7080, 0.1109)
O (1.0239, 0.6304, 0.3524)
O (-0.5799, 1.9042, -0.5982)
H (0.7267, 3.7394, 0.3594)
H (1.9732, 2.6775, 0.9100)

Its HOMO-LUMO gap is 8.77 eV. Its spin multiplicity is 1. Its total charge is -1. Its energy relative to the best compared isomer or geometry (same formula, charge and spin) is 163.7 kJ/mol.